(A)
A cluster of 2 separate species, C3H9NO2 in total, computed with wB97M-V/def2-TZVPD.

M	91.11	Da
HOMO energy (alpha / beta)	-0.547 / -0.513	Ha
net charge	+1
orbital gap (alpha / beta)	9.752 / 4.147	eV
spin multiplicity	2
LUMO (alpha / beta)	-0.189 / -0.361	hartree

The geometry in XYZ format:
```
15
C3H9NO2, DFT wB97M-V/def2-TZVPD
O 0.84 -2.37 -0.54
C 0.84 -1.92 0.56
C 0.27 -2.69 1.74
H 1.34 -0.96 0.80
H -0.77 -2.93 1.51
H 0.80 -3.60 2.00
H 0.23 -2.00 2.58
N -0.18 1.12 -0.06
C -0.26 2.55 -0.39
O -1.20 2.86 -1.39
H -0.06 0.64 -0.95
H -1.08 0.83 0.31
H 0.69 2.83 -0.84
H -0.42 3.12 0.53
H -2.02 2.38 -1.25
```

Atom charges from the Löwdin analysis, given in e for atoms 1 to 6:
1 O 0.28
2 C -0.16
3 C 0.03
4 H 0.17
5 H 0.12
6 H 0.12



(B)
A cluster of 2 separate species, C3H9NO2 in total, computed with wB97M-V/def2-TZVPD.

M	91.11	Da
HOMO energy (alpha / beta)	-0.508 / -0.450	Ha
net charge	+1
orbital gap (alpha / beta)	10.863 / 3.024	eV
spin multiplicity	2
LUMO (alpha / beta)	-0.109 / -0.339	hartree

The geometry in XYZ format:
```
15
C3H9NO2, DFT wB97M-V/def2-TZVPD
C 0.34 -2.51 1.32
C -0.56 -2.36 0.33
O -0.18 -2.63 -0.97
H -0.04 -2.23 2.29
H 1.37 -2.80 1.22
H -1.61 -2.18 0.49
H 0.30 -3.46 -1.11
N -1.03 2.16 -0.12
C 0.19 2.65 -0.59
O 1.16 1.55 -0.93
H -1.51 2.38 0.75
H -1.19 1.15 -0.24
H 0.59 3.18 0.31
H 0.23 3.06 -1.60
H 1.96 2.04 -1.15
```

Atom charges from the Löwdin analysis, given in e for atoms 1 to 6:
1 C 0.10
2 C -0.19
3 O 0.01
4 H 0.07
5 H 0.08
6 H 0.12



Stability, lowest: (B)



(A)
A structure of composition C4H10N2O, computed with wB97M-V/def2-TZVPD.

M	102.14	Da
HOMO energy	-0.267	Ha
net charge	0
orbital gap	8.014	eV
spin multiplicity	1
LUMO	0.027	hartree

The geometry in XYZ format:
```
17
C4H10N2O, DFT wB97M-V/def2-TZVPD
C -2.06 0.10 0.17
C -0.08 -0.84 0.07
N -0.28 -1.64 -1.05
N 0.42 -1.17 1.20
H 0.53 -2.19 -1.30
H -0.67 -1.16 -1.85
H 0.42 -2.18 1.34
H -2.09 0.71 1.07
H -2.56 -0.85 0.30
H -2.36 0.62 -0.74
C 1.65 1.54 0.56
C 1.01 0.76 -0.54
O 1.24 0.77 -1.71
H -0.56 0.33 -0.04
H 2.71 1.69 0.35
H 1.52 1.02 1.51
H 1.14 2.50 0.64
```

Atom charges from the Löwdin analysis, given in e for atoms 1 to 6:
1 C -0.02
2 C -0.58
3 N 0.08
4 N 0.06
5 H 0.10
6 H 0.09



(B)
A structure of composition C4H10N2O, computed with wB97M-V/def2-TZVPD.

M	102.14	Da
HOMO energy	-0.315	Ha
net charge	0
orbital gap	8.936	eV
spin multiplicity	1
LUMO	0.014	hartree

The geometry in XYZ format:
```
17
C4H10N2O, DFT wB97M-V/def2-TZVPD
C 0.36 0.54 0.37
C 1.43 1.38 -0.30
C -0.24 -1.80 0.59
N 0.12 -0.67 -0.25
C -1.47 0.25 -0.73
O 2.68 0.72 -0.24
N -2.53 -0.29 -0.37
H 2.52 -0.18 -0.59
H -3.15 0.10 0.32
H -0.72 1.22 0.10
H 0.37 0.55 1.47
H 1.56 2.34 0.22
H 1.14 1.59 -1.34
H -1.04 0.59 -1.66
H 0.31 -2.68 0.26
H -1.31 -2.01 0.49
H -0.03 -1.65 1.65
```

Atom charges from the Löwdin analysis, given in e for atoms 1 to 6:
1 C -0.28
2 C -0.25
3 C -0.14
4 N -0.14
5 C -0.20
6 O -0.06



Stability, lowest: (A)



(A)
A cluster of 2 separate species, C4H9O2P in total, computed with wB97M-V/def2-TZVPD.

M	120.09	Da
HOMO energy	-0.327	Ha
net charge	0
SMILES	CP(C)C.O=C=O
orbital gap	9.725	eV
spin multiplicity	1
LUMO	0.031	hartree

The geometry in XYZ format:
```
16
C4H9O2P, DFT wB97M-V/def2-TZVPD
C -0.65 0.55 -1.54
P 0.10 0.53 0.18
C 0.04 -1.31 0.39
C -1.36 1.07 1.18
H -1.51 -0.18 -1.67
H 0.26 0.29 -2.07
H -0.84 1.59 -1.80
H -0.68 -1.76 -0.26
H -0.29 -1.73 1.45
H 1.09 -1.80 0.06
H -1.20 0.63 2.21
H -2.40 0.71 0.97
H -1.25 2.10 1.20
O 3.06 -0.66 0.96
C 2.86 -0.22 -0.10
O 2.76 0.20 -1.16
```

Atom charges from the Löwdin analysis, given in e for atoms 1 to 6:
1 C -0.29
2 P 0.82
3 C -0.32
4 C -0.33
5 H 0.06
6 H 0.01



(B)
An isolated molecule of C4H9O2P, computed with wB97M-V/def2-TZVPD.

M	120.09	Da
HOMO energy	-0.377	Ha
net charge	0
orbital gap	9.074	eV
spin multiplicity	1
LUMO	-0.043	hartree

The geometry in XYZ format:
```
16
C4H9O2P, DFT wB97M-V/def2-TZVPD
C -0.35 -0.76 -0.39
C 0.06 0.46 -0.01
C 0.35 -2.01 -0.21
C -0.79 1.64 -0.33
O -0.88 0.13 2.77
O 1.49 -0.64 2.11
P 0.36 0.31 2.06
H -1.40 -0.85 -0.52
H 1.13 0.81 -0.09
H 1.30 -1.85 0.10
H 0.35 -2.67 -1.17
H -0.23 -2.65 0.38
H -0.18 2.36 -0.77
H -0.86 1.94 0.68
H -1.60 1.55 -0.98
H 0.97 1.55 2.19
```

Atom charges from the Löwdin analysis, given in e for atoms 1 to 6:
1 C -0.09
2 C -0.36
3 C -0.06
4 C -0.08
5 O -0.31
6 O -0.36



(C)
An isolated molecule of C4H9O2P, computed with wB97M-V/def2-TZVPD.

M	120.09	Da
HOMO energy	-0.370	Ha
net charge	0
SMILES	C=C[P@@](C)(=O)OC
orbital gap	10.975	eV
spin multiplicity	1
LUMO	0.034	hartree

The geometry in XYZ format:
```
16
C4H9O2P, DFT wB97M-V/def2-TZVPD
C 2.49 -0.42 -0.29
C 1.53 -0.06 0.52
P -0.19 0.33 -0.21
C -0.47 1.98 0.33
O -0.24 0.08 -1.67
O -1.34 -0.46 0.51
C -1.90 -1.61 -0.01
H 3.48 -0.69 0.05
H 2.54 -0.31 -1.39
H 1.52 -0.14 1.59
H -1.27 2.43 -0.39
H -0.50 2.19 1.33
H 0.52 2.37 0.18
H -3.09 -1.43 0.09
H -1.58 -2.63 0.39
H -1.49 -1.63 -1.05
```

Atom charges from the Löwdin analysis, given in e for atoms 1 to 6:
1 C -0.05
2 C -0.20
3 P 0.49
4 C -0.15
5 O -0.31
6 O -0.29



Stability, lowest: (B)



(A)
A cluster of 5 separate species, C5H20N2O5 in total, computed with wB97M-V/def2-TZVPD.

M	188.22	Da
HOMO energy	-0.343	Ha
net charge	0
SMILES	NCCNCCC=O.O.O.O.O
orbital gap	9.494	eV
spin multiplicity	1
LUMO	0.006	hartree

The geometry in XYZ format:
```
32
C5H20N2O5, DFT wB97M-V/def2-TZVPD
N -2.87 -1.30 0.74
C -1.66 -1.47 -0.03
C -1.06 -0.22 -0.65
N -0.27 0.60 0.33
C 0.97 1.15 -0.25
C 2.12 1.17 0.74
C 2.83 -0.16 0.78
O 3.11 -0.80 -0.20
H -2.74 -0.62 1.47
H -3.66 -0.98 0.19
H -0.88 -1.98 0.54
H -1.86 -2.13 -0.88
H -0.36 -0.54 -1.43
H -1.76 0.46 -1.14
H -0.07 -0.08 1.06
H 0.74 2.19 -0.50
H 1.22 0.72 -1.22
H 2.83 1.95 0.47
H 1.78 1.38 1.75
H 3.08 -0.54 1.79
O -0.04 0.81 -3.83
H -0.58 0.04 -3.57
H 0.73 0.60 -3.27
O -0.64 -0.93 3.01
H -1.33 -1.60 3.11
H -0.45 -0.58 3.89
O -1.86 2.89 1.43
H -1.45 2.35 0.72
H -1.86 2.21 2.13
O 1.72 -1.62 -2.64
H 1.92 -2.07 -1.82
H 2.35 -0.90 -2.71
```

Atom charges from the Löwdin analysis, given in e for atoms 1 to 6:
1 N 0.00
2 C -0.28
3 C -0.20
4 N -0.06
5 C -0.23
6 C -0.13



(B)
A cluster of 6 separate species, C5H20N2O5 in total, computed with wB97M-V/def2-TZVPD.

M	188.22	Da
HOMO energy	-0.335	Ha
net charge	0
SMILES	C=NC(=C)CCN.O.O.O.O.O
orbital gap	9.111	eV
spin multiplicity	1
LUMO	0.000	hartree

The geometry in XYZ format:
```
32
C5H20N2O5, DFT wB97M-V/def2-TZVPD
C -3.47 0.23 1.70
N -2.52 0.52 0.93
C -1.22 0.97 1.19
C -1.00 1.85 2.18
C -0.15 0.31 0.37
C 0.78 -0.52 1.28
N 0.18 -1.68 1.91
H -3.46 0.12 2.80
H -4.33 -0.20 1.20
H -0.11 1.90 2.75
H -1.81 2.30 2.75
H 0.46 1.06 -0.13
H -0.59 -0.44 -0.31
H 1.07 0.19 2.07
H 1.55 -0.92 0.61
H 0.01 -2.44 1.24
H -0.72 -1.53 2.33
O -0.69 2.44 -3.74
H -1.29 2.88 -3.13
H -0.59 1.53 -3.45
O 0.96 -0.86 -3.10
H 1.56 -1.60 -2.97
H 1.43 -0.15 -2.62
O 4.67 -0.73 0.71
H 4.01 -0.41 1.34
H 4.45 -1.67 0.60
O -3.52 -1.50 -1.55
H -2.76 -1.69 -2.13
H -3.16 -0.90 -0.90
O 3.26 0.23 -1.67
H 3.98 -0.21 -1.20
H 3.03 0.93 -1.05
```

Atom charges from the Löwdin analysis, given in e for atoms 1 to 6:
1 C -0.01
2 N 0.00
3 C -0.37
4 C 0.07
5 C -0.15
6 C -0.29



Stability, lowest: (B)



(A)
A cluster of 2 separate species, C2H6N2O3 in total, computed with wB97M-V/def2-TZVPD.

M	106.08	Da
HOMO energy (alpha / beta)	-0.570 / -0.568	Ha
net charge	+1
orbital gap (alpha / beta)	10.392 / 5.511	eV
spin multiplicity	2
LUMO (alpha / beta)	-0.188 / -0.365	hartree

The geometry in XYZ format:
```
13
C2H6N2O3, DFT wB97M-V/def2-TZVPD
O 0.26 1.08 1.25
C -0.22 1.61 0.25
N -0.68 1.22 -0.91
C -0.91 -0.16 -1.41
N -0.87 -1.06 -0.41
O -1.13 -0.31 -2.57
H -0.40 2.71 0.31
H -0.74 1.87 -1.70
H -0.19 -0.97 0.33
H -1.08 -2.01 -0.67
H 1.66 -0.92 2.42
H 2.62 -1.64 1.54
O 1.69 -1.41 1.59
```

Atom charges from the Löwdin analysis, given in e for atoms 1 to 6:
1 O 0.32
2 C -0.16
3 N 0.21
4 C -0.50
5 N 0.22
6 O 0.18



(B)
A cluster of 2 separate species, C2H6N2O3 in total, computed with wB97M-V/def2-TZVPD.

M	106.08	Da
HOMO energy (alpha / beta)	-0.504 / -0.504	Ha
net charge	+1
orbital gap (alpha / beta)	8.807 / 3.323	eV
spin multiplicity	2
LUMO (alpha / beta)	-0.180 / -0.382	hartree

The geometry in XYZ format:
```
13
C2H6N2O3, DFT wB97M-V/def2-TZVPD
O 0.14 0.49 -1.10
C -0.97 0.91 -0.97
N -1.51 0.99 0.32
C -0.77 1.02 1.50
N 0.47 1.59 1.45
O -1.34 0.71 2.54
H -1.78 1.00 -1.71
H -2.50 0.91 0.56
H 0.96 1.96 0.64
H 1.08 1.52 2.27
H 2.31 -3.36 -2.53
H 2.12 -3.79 -1.03
O 1.81 -3.93 -1.94
```

Atom charges from the Löwdin analysis, given in e for atoms 1 to 6:
1 O 0.15
2 C -0.21
3 N 0.16
4 C -0.45
5 N 0.37
6 O 0.29



Stability, lowest: (B)



(A)
A structure of composition ClH2NO2S2, computed with wB97M-V/def2-TZVPD.

M	147.61	Da
HOMO energy (alpha / beta)	-0.353 / -0.352	Ha
net charge	0
orbital gap (alpha / beta)	7.248 / 7.370	eV
spin multiplicity	1
LUMO (alpha / beta)	-0.087 / -0.081	hartree

The geometry in XYZ format:
```
8
ClH2NO2S2, DFT wB97M-V/def2-TZVPD
N -0.35 -1.00 0.77
O -0.12 1.56 -0.70
O 0.28 -0.18 -2.30
S -0.98 -0.05 1.91
S 0.44 0.28 -0.97
Cl 2.49 0.62 -0.97
H 0.52 -1.36 1.02
H -2.30 0.12 1.24
```

Atom charges from the Löwdin analysis, given in e for atoms 1 to 6:
1 N -0.50
2 O -0.43
3 O -0.40
4 S 0.76
5 S 0.33
6 Cl 0.28



(B)
A structure of composition ClH2NO2S2, computed with wB97M-V/def2-TZVPD.

M	147.61	Da
HOMO energy	-0.372	Ha
net charge	0
orbital gap	10.249	eV
spin multiplicity	1
LUMO	0.004	hartree

The geometry in XYZ format:
```
8
ClH2NO2S2, DFT wB97M-V/def2-TZVPD
N 1.50 0.07 -0.98
O -0.44 0.87 0.45
O -1.19 -1.51 0.85
S 1.26 0.58 0.47
S -1.19 -0.52 -0.23
Cl -2.99 0.36 -0.30
H 1.95 0.94 -1.40
H 1.10 -0.79 1.14
```

Atom charges from the Löwdin analysis, given in e for atoms 1 to 6:
1 N -0.43
2 O -0.77
3 O -0.50
4 S 0.84
5 S 0.51
6 Cl 0.31



Stability, lowest: (A)